[1]
The following is a DFT calculation (ωB97M-V/def2-TZVPD) of 2 unconnected molecules or ions with the total composition C2HNO2S in a non-equilibrium geometry.

CARTESIAN COORDINATES (ANGSTROEM)
N  -1.13  -0.02  2.75
C  -0.70  0.77  1.93
S  -0.66  1.57  0.60
H  -1.06  -0.22  3.68
O  3.67  1.40  0.44
C  3.04  2.36  0.45
O  2.53  3.40  0.34

Its spin multiplicity is 1. The calculation puts the energy relative to the best compared isomer or geometry (same formula, charge and spin) at 31.7 kJ/mol. As for the HOMO-LUMO gap: 10.058 eV. The SMILES is N=C=S.O=C=O.

These are the Mulliken partial charges, in e, on atoms 1 to 5: atom 1 (N): -0.37, atom 2 (C): 0.43, atom 3 (S): -0.31, atom 4 (H): 0.25, atom 5 (O): -0.35

[2]
The following is a DFT calculation (ωB97M-V/def2-TZVPD) of 2 unconnected molecules or ions with the total composition C5H6ClN3O2 in a non-equilibrium geometry.

CARTESIAN COORDINATES (ANGSTROEM)
C  0.67  -1.88  -0.09
C  1.18  0.38  -0.66
C  -0.17  3.58  -2.14
C  -0.38  1.98  0.38
C  -0.55  -1.85  0.52
N  1.40  -0.88  -0.74
N  0.38  0.93  0.41
N  -1.15  -2.98  1.08
O  -1.26  3.37  -2.37
O  0.95  3.69  -1.91
Cl  -1.01  2.38  1.98
H  1.10  -2.91  -0.02
H  1.59  1.21  -1.21
H  -1.09  -1.02  0.60
H  0.47  0.44  1.20
H  -1.67  -2.72  1.90
H  -0.47  -3.71  1.07

Its spin multiplicity is 1. The calculation puts the energy relative to the best compared isomer or geometry (same formula, charge and spin) at 242.6 kJ/mol. As for the HOMO-LUMO gap: 8.500 eV.

These are the Mulliken partial charges, in e, on atoms 1 to 5: atom 1 (C): -0.40, atom 2 (C): 0.05, atom 3 (C): 0.76, atom 4 (C): -0.11, atom 5 (C): -0.06

[3]
The following is a DFT calculation (ωB97M-V/def2-TZVPD) of 6 unconnected molecules or ions with the total composition C39H72BrN9O9P2 in a non-equilibrium geometry.

CARTESIAN COORDINATES (ANGSTROEM)
H  5.41  -3.80  6.20
N  5.12  -3.13  6.92
C  3.85  -2.94  6.90
N  3.25  -2.05  7.85
N  2.97  -3.62  5.95
C  3.36  -3.34  4.55
C  3.35  -1.78  4.22
C  2.27  -1.60  3.06
C  2.81  -2.21  1.71
C  1.80  -2.02  0.52
C  2.18  -2.09  -0.79
P  3.96  -2.45  -1.21
N  4.97  -1.28  -0.80
C  1.16  -1.85  -1.94
O  1.19  -2.46  -2.99
C  0.07  -0.79  -1.61
C  -0.51  0.11  -2.60
O  -0.07  -0.04  -3.91
C  -1.51  1.12  -2.20
P  -2.17  2.29  -3.51
C  -3.49  1.39  -4.54
C  -0.85  2.75  -4.76
C  -1.54  3.78  -5.75
C  -1.91  1.19  -0.79
C  -2.93  2.26  -0.27
C  -4.29  2.31  -1.07
C  -4.49  3.79  -1.57
O  -4.95  4.56  -0.45
C  -1.34  0.26  0.21
C  -1.71  0.31  1.72
C  -2.81  -0.72  2.14
C  -4.28  -0.22  1.96
Br  -2.46  -1.17  4.06
C  -0.36  -0.73  -0.20
C  0.29  -1.74  0.79
O  -0.33  -2.27  1.67
H  3.96  -1.95  8.57
H  3.17  -1.12  7.44
H  3.16  -4.62  6.09
H  2.61  -3.86  3.91
H  4.40  -3.70  4.33
H  2.97  -1.20  5.10
H  4.35  -1.41  3.91
H  1.37  -2.14  3.43
H  1.99  -0.53  2.96
H  3.71  -1.59  1.44
H  3.16  -3.26  1.81
H  4.04  -2.66  -2.62
H  4.33  -3.69  -0.60
H  4.45  -0.53  -0.35
H  0.76  0.43  -4.04
H  -4.33  2.13  -4.62
H  -3.89  0.49  -4.02
H  -3.14  1.20  -5.58
H  -0.04  3.27  -4.21
H  -0.51  1.90  -5.39
H  -2.25  3.18  -6.37
H  -0.81  4.22  -6.47
H  -2.11  4.54  -5.16
H  -2.41  3.25  -0.35
H  -3.18  2.14  0.80
H  -4.30  1.61  -1.94
H  -5.18  2.04  -0.45
H  -3.51  4.20  -1.92
H  -5.19  3.84  -2.44
H  -4.56  5.44  -0.46
H  -1.97  1.34  2.08
H  -0.78  0.05  2.28
H  -2.68  -1.69  1.61
H  -4.95  -1.07  2.23
H  -4.47  0.64  2.63
H  -4.45  -0.01  0.88
C  2.08  -7.94  -4.02
N  2.50  -6.63  -3.59
C  2.22  -5.48  -4.44
C  3.13  -6.42  -2.42
O  3.51  -5.34  -2.00
H  2.56  -8.18  -4.97
H  0.99  -7.95  -4.15
H  2.35  -8.70  -3.28
H  3.16  -4.99  -4.71
H  1.60  -4.76  -3.90
H  1.70  -5.80  -5.35
H  3.30  -7.35  -1.84
C  5.25  -9.06  4.44
N  4.99  -7.85  5.20
C  6.12  -7.12  5.76
C  3.75  -7.39  5.40
O  3.47  -6.38  6.03
H  5.76  -9.79  5.08
H  5.88  -8.82  3.58
H  4.31  -9.50  4.09
H  6.01  -7.06  6.84
H  6.12  -6.11  5.35
H  7.05  -7.62  5.51
H  2.97  -8.01  4.94
C  6.05  3.16  6.93
N  5.29  1.96  6.66
C  5.78  1.01  5.67
C  4.13  1.68  7.29
O  3.45  0.69  7.10
H  6.15  3.74  6.02
H  7.05  2.88  7.29
H  5.56  3.76  7.69
H  5.04  0.90  4.88
H  5.93  0.04  6.15
H  6.72  1.36  5.25
H  3.84  2.46  8.02
C  -4.70  8.08  -7.86
N  -3.98  7.01  -7.20
C  -2.88  6.36  -7.89
C  -4.31  6.58  -5.96
O  -3.75  5.70  -5.35
H  -5.13  7.70  -8.79
H  -4.01  8.89  -8.09
H  -5.50  8.46  -7.23
H  -3.08  5.30  -7.99
H  -1.97  6.48  -7.30
H  -2.73  6.81  -8.87
H  -5.16  7.14  -5.53
C  -7.23  6.48  -3.64
N  -8.33  6.18  -2.75
C  -8.06  5.38  -1.56
C  -9.59  6.61  -2.98
O  -10.55  6.38  -2.27
H  -6.80  5.55  -4.01
H  -6.47  7.04  -3.09
H  -7.57  7.08  -4.48
H  -8.67  4.48  -1.59
H  -8.33  5.96  -0.67
H  -7.00  5.11  -1.52
H  -9.68  7.20  -3.90

Its spin multiplicity is 1. As for the HOMO-LUMO gap: 7.161 eV. The SMILES is [H]/N=C(/N)NCCCCC1=C([PH2]=N)C(=O)c2c(O)c(P(C)CC)c(CCCO)c(C[C@H](C)Br)c2C1=O.CN(C)C=O.CN(C)C=O.CN(C)C=O.CN(C)C=O.CN(C)C=O.

These are the Mulliken partial charges, in e, on atoms 1 to 5: atom 1 (H): 0.30, atom 2 (N): -0.82, atom 3 (C): 0.29, atom 4 (N): -0.60, atom 5 (N): -0.38

[4]
The following is a DFT calculation (ωB97M-V/def2-TZVPD) of a molecular structure, C25H48LaP4Se in a non-equilibrium geometry.

CARTESIAN COORDINATES (ANGSTROEM)
La  0.64  -0.35  -0.68
P  -1.36  -1.15  1.63
P  1.23  -3.20  -0.46
P  -2.00  -1.22  -1.85
H  -1.12  4.29  -0.54
C  -2.11  3.85  -0.72
C  -2.78  3.21  0.26
H  -2.36  3.10  1.26
C  -0.84  -0.75  3.35
C  -1.86  -2.89  1.92
C  -2.98  -0.28  1.62
C  2.40  -3.62  -1.81
C  2.21  -3.79  0.97
C  0.03  -4.57  -0.69
C  -3.17  0.20  -1.90
C  -3.14  -2.57  -1.35
C  -1.89  -1.59  -3.65
H  -2.53  3.96  -1.73
H  -3.77  2.78  0.08
H  -0.81  0.33  3.52
H  0.15  -1.17  3.55
H  -1.57  -1.21  4.04
H  -0.96  -3.52  1.99
H  -2.50  -3.26  1.12
H  -2.40  -2.94  2.88
H  -2.87  0.74  1.22
H  -3.34  -0.21  2.65
H  -3.72  -0.81  1.01
H  2.79  -4.63  -1.64
H  3.23  -2.90  -1.83
H  1.88  -3.57  -2.78
H  2.80  -4.67  0.67
H  1.55  -4.07  1.81
H  2.89  -3.00  1.31
H  0.59  -5.50  -0.85
H  -0.59  -4.37  -1.57
H  -0.62  -4.68  0.19
H  -3.71  0.16  -2.86
H  -2.63  1.15  -1.83
H  -3.88  0.14  -1.07
H  -3.78  -2.83  -2.22
H  -3.79  -2.26  -0.53
H  -2.58  -3.46  -1.06
H  -2.88  -1.46  -4.11
H  -1.53  -2.62  -3.80
H  -1.16  -0.91  -4.12
C  1.46  1.27  -4.21
C  0.85  2.41  -3.65
C  0.90  3.64  -4.32
C  1.57  3.76  -5.54
C  2.22  2.64  -6.09
C  2.18  1.41  -5.43
Se  1.33  -0.44  -3.40
H  0.82  0.33  1.52
H  0.36  2.34  -2.67
H  0.40  4.51  -3.88
H  1.59  4.71  -6.07
H  2.76  2.73  -7.03
H  2.69  0.54  -5.84
C  2.58  2.37  0.75
P  2.06  1.06  1.88
C  3.38  -0.13  2.15
C  1.51  1.83  3.40
C  0.52  2.84  3.32
C  -0.15  3.24  4.48
C  0.20  2.70  5.72
C  1.25  1.78  5.81
C  1.94  1.38  4.65
H  2.56  2.07  -0.30
H  3.61  2.66  1.02
H  1.94  3.27  0.88
H  4.20  0.35  2.70
H  3.77  -0.48  1.18
H  3.01  -0.99  2.72
H  0.26  3.29  2.35
H  -0.95  3.98  4.41
H  -0.33  3.00  6.63
H  1.54  1.36  6.77
H  2.79  0.70  4.73

Its spin multiplicity is 1. The calculation puts the energy relative to the best compared isomer or geometry (same formula, charge and spin) at 0.0 kJ/mol. As for the HOMO-LUMO gap: 5.309 eV. Its charge is +3.

These are the Mulliken partial charges, in e, on atoms 1 to 5: atom 1 (La): 1.52, atom 2 (P): 0.64, atom 3 (P): 0.56, atom 4 (P): 0.76, atom 5 (H): 0.28

[5]
The following is a DFT calculation (ωB97M-V/def2-TZVPD) of a molecular structure, C33H30N6O2STi.

CARTESIAN COORDINATES (ANGSTROEM)
Ti  -0.17  -0.02  -0.60
C  3.11  0.23  2.33
C  2.62  1.17  3.23
C  1.39  1.77  3.03
C  0.62  1.42  1.91
C  1.10  0.46  0.99
C  2.35  -0.12  1.22
C  -0.69  2.00  1.66
C  -1.54  2.52  2.62
C  -2.79  3.01  2.29
C  -3.22  2.99  0.92
C  -4.47  3.49  0.52
C  -4.85  3.46  -0.81
C  -4.00  2.92  -1.77
C  -2.77  2.41  -1.39
C  -2.38  2.45  -0.06
N  -1.10  1.93  0.30
H  4.07  -0.23  2.49
H  3.21  1.45  4.09
H  1.03  2.52  3.72
H  2.74  -0.86  0.53
H  -1.21  2.50  3.65
H  -3.45  3.40  3.05
H  -5.13  3.90  1.27
H  -5.82  3.85  -1.10
H  -4.30  2.88  -2.80
H  -2.12  1.96  -2.12
S  -2.28  -0.82  -0.01
C  -1.90  -2.53  -0.11
N  -2.90  -3.38  0.24
N  -2.51  -4.64  0.48
C  -1.37  -5.06  1.21
C  -0.96  -6.38  1.05
C  0.12  -6.87  1.77
C  0.81  -6.04  2.64
C  0.39  -4.73  2.81
C  -0.69  -4.23  2.10
N  -0.74  -2.95  -0.53
N  0.12  -1.93  -0.80
C  1.42  -2.39  -1.16
C  2.16  -1.69  -2.10
C  3.47  -2.07  -2.39
C  4.03  -3.17  -1.76
C  3.27  -3.89  -0.85
C  1.97  -3.51  -0.54
H  -3.30  -5.26  0.55
H  -1.48  -7.02  0.34
H  0.43  -7.90  1.63
H  1.66  -6.42  3.20
H  0.91  -4.07  3.49
H  -1.01  -3.21  2.25
H  1.71  -0.88  -2.66
H  4.03  -1.51  -3.13
H  5.04  -3.47  -1.99
H  3.69  -4.77  -0.37
H  1.39  -4.06  0.18
O  1.50  1.20  -3.97
C  0.99  1.60  -2.96
O  0.15  0.88  -2.22
C  1.19  3.03  -2.49
N  0.99  3.22  -1.06
C  0.60  4.62  -0.80
C  0.20  5.18  -2.18
C  0.13  3.96  -3.09
H  2.18  3.33  -2.83
H  1.80  2.93  -0.51
H  -0.34  2.36  -0.30
H  1.42  5.19  -0.37
H  -0.22  4.64  -0.09
H  0.96  5.88  -2.53
H  -0.75  5.72  -2.14
H  0.34  4.18  -4.14
H  -0.85  3.48  -3.03

Its spin multiplicity is 3. The calculation puts the energy relative to the best compared isomer or geometry (same formula, charge and spin) at 0.0 kJ/mol. As for the HOMO-LUMO gap (alpha / beta): 6.162 / 6.526 eV. The expectation value of S² is 2.09.

These are the Mulliken partial charges, in e, on atoms 1 to 5: atom 1 (Ti): -0.44, atom 2 (C): -0.94, atom 3 (C): -0.72, atom 4 (C): -1.08, atom 5 (C): 1.03

[6]
The following is a DFT calculation (ωB97M-V/def2-TZVPD) of 2 unconnected molecules or ions with the total composition C3H10NO in a non-equilibrium geometry.

CARTESIAN COORDINATES (ANGSTROEM)
C  0.72  2.16  -0.65
O  0.98  1.01  0.28
H  -0.36  2.27  -0.92
H  1.28  1.88  -1.55
H  1.15  3.04  -0.24
H  1.73  1.25  0.81
C  -1.27  -1.20  0.31
C  -1.08  -1.76  -0.95
N  -0.04  -0.99  1.14
H  -2.17  -0.60  0.65
H  -0.15  -2.11  -1.26
H  -1.80  -1.71  -1.66
H  0.50  -1.69  0.74
H  -0.18  -1.36  2.10
H  0.68  -0.18  1.21

Its spin multiplicity is 1. The calculation puts the energy relative to the best compared isomer or geometry (same formula, charge and spin) at 259.2 kJ/mol. As for the HOMO-LUMO gap: 11.383 eV. Its charge is +1.

These are the Mulliken partial charges, in e, on atoms 1 to 5: atom 1 (C): -0.55, atom 2 (O): -0.55, atom 3 (H): 0.24, atom 4 (H): 0.27, atom 5 (H): 0.28